--- a ---
ORCA calculation (wB97M-V/def2-TZVPD) on a 2-piece molecular cluster, C3H11NOS overall.

Geometry as XYZ:
```
17
C3H11NOS | the Open Molecules 2025 dataset | wB97M-V/def2-TZVPD
C 0.771 -1.563 -0.374
C 0.114 -0.629 -1.367
C -0.379 0.613 -0.559
S -1.406 1.739 -1.576
N -1.012 -1.365 -2.001
H 0.046 -2.297 -0.037
H 1.270 -1.042 0.431
H 1.574 -2.119 -0.888
H 0.774 -0.220 -2.137
H -0.962 0.203 0.261
H 0.570 0.960 -0.141
H -2.477 1.447 -0.831
H -1.839 -0.800 -1.826
H -0.925 -1.329 -3.007
H 1.135 2.705 4.185
H 1.069 1.494 5.054
O 1.678 2.202 4.813
```

* SMILES string: C[C@@H](N)CS.O
* net charge: 0
* E_HOMO: -9.36 eV
* orbital gap: 9.888 eV

--- b ---
ORCA calculation (wB97M-V/def2-TZVPD) on a 2-piece molecular cluster, C3H11NOS overall.

Geometry as XYZ:
```
17
C3H11NOS | the Open Molecules 2025 dataset | wB97M-V/def2-TZVPD
C 1.824 1.089 0.570
C 0.679 0.154 0.255
S -0.817 0.679 1.115
N 3.059 0.635 -0.207
H 2.079 1.147 1.626
H 1.610 2.102 0.226
H 0.971 -0.853 0.592
H 0.566 0.139 -0.837
H -2.120 -0.829 -0.034
H 3.885 1.212 -0.079
H 2.808 0.652 -1.194
H 3.248 -0.331 0.046
C -1.715 -1.570 -1.799
O -2.537 -1.445 -0.669
H -0.787 -2.127 -1.589
H -2.285 -2.148 -2.524
H -1.397 -0.593 -2.175
```

* SMILES string: [NH3+]CC[S-].CO
* net charge: 0
* E_HOMO: -6.56 eV
* orbital gap: 5.682 eV

--- c ---
ORCA calculation (wB97M-V/def2-TZVPD) on a 2-piece molecular cluster, C3H11NOS overall.

Geometry as XYZ:
```
17
C3H11NOS | the Open Molecules 2025 dataset | wB97M-V/def2-TZVPD
C -0.694 -0.536 -0.933
C 0.387 0.468 -0.573
C 1.781 0.003 -0.958
S 3.067 1.260 -0.659
N -2.003 -0.033 -0.528
H -0.698 -0.701 -2.010
H -0.459 -1.516 -0.491
H 0.318 0.651 0.506
H 0.147 1.427 -1.037
H 2.043 -0.919 -0.446
H 1.821 -0.180 -2.032
H 2.997 1.230 0.694
H -2.738 -0.637 -0.870
H -2.062 -0.055 0.493
H -1.831 0.207 3.374
H -0.568 -0.398 2.828
O -1.508 -0.271 2.643
```

* SMILES string: NCCCS.O
* net charge: 0
* E_HOMO: -8.88 eV
* orbital gap: 9.374 eV

--- d ---
ORCA calculation (wB97M-V/def2-TZVPD) on a 3-piece molecular cluster, C3H11NOS overall.

Geometry as XYZ:
```
17
C3H11NOS | the Open Molecules 2025 dataset | wB97M-V/def2-TZVPD
C 1.872 0.449 -1.514
N 0.955 -0.058 -0.505
C -0.485 0.259 -0.641
C -1.525 -0.410 0.223
S -3.235 0.297 -0.018
H 2.842 0.131 -1.175
H 1.970 1.520 -1.471
H 1.685 0.076 -2.586
H 0.914 -1.085 -0.423
H -0.670 1.354 -0.664
H -0.721 0.117 -1.795
H -1.396 -1.481 0.159
H -1.275 -0.156 1.266
H -3.633 -0.761 1.608
H 0.641 -0.064 1.757
H 1.417 0.154 3.082
O 0.646 -0.342 2.697
```

* net charge: 0
* E_HOMO: -9.19 eV
* orbital gap: 8.261 eV

The structure with the least stability is d.

--- a ---
ORCA calculation (wB97M-V/def2-TZVPD) on a 2-piece molecular cluster, C3H11NOS overall.

Geometry as XYZ:
```
17
C3H11NOS | the Open Molecules 2025 dataset | wB97M-V/def2-TZVPD
C -2.019 0.302 -1.097
C -2.793 -0.875 -0.512
S -3.721 -0.551 1.022
H -1.478 0.797 -0.292
H -1.387 -0.113 -1.882
H -2.695 1.030 -1.566
H -2.052 -1.563 -0.088
H -3.362 -1.462 -1.220
H -4.609 0.320 0.519
N 3.661 0.816 1.053
C 2.882 -0.071 0.238
O 1.541 -0.042 0.704
H 3.902 0.350 1.925
H 4.548 1.075 0.640
H 3.195 -1.116 0.225
H 2.884 0.276 -0.788
H 1.503 0.826 1.117
```

* SMILES string: CCS.NCO
* net charge: 0
* E_HOMO: -8.89 eV
* orbital gap: 9.816 eV

--- b ---
ORCA calculation (wB97M-V/def2-TZVPD) on a 2-piece molecular cluster, C3H11NOS overall.

Geometry as XYZ:
```
17
C3H11NOS | the Open Molecules 2025 dataset | wB97M-V/def2-TZVPD
C -1.499 1.072 -0.154
C -2.374 -0.167 -0.276
S -2.325 -1.115 1.272
H -2.029 1.958 -0.518
H -1.135 1.255 0.847
H -0.625 1.013 -0.791
H -2.068 -0.864 -1.053
H -3.402 0.099 -0.487
H -3.092 -2.102 0.798
N 2.498 0.762 0.427
C 2.063 -0.581 0.360
O 2.274 -1.254 -0.910
H 3.463 0.952 0.647
H 2.065 1.423 -0.191
H 0.976 -0.558 0.511
H 2.541 -1.250 1.054
H 2.671 -0.644 -1.536
```

* SMILES string: CCS.NCO
* net charge: 0
* E_HOMO: -8.93 eV
* orbital gap: 9.817 eV

The structure with the least stability is b.

--- a ---
ORCA calculation (wB97M-V/def2-TZVPD) on C7H8N2O3 as an isolated structure.

Geometry as XYZ:
```
20
C7H8N2O3 | the Open Molecules 2025 dataset | wB97M-V/def2-TZVPD
C 1.569 1.123 -2.351
C 0.960 0.450 -3.362
C 1.089 0.703 -1.121
C 1.252 0.591 0.233
C 0.567 -0.449 0.792
C 0.214 -0.241 -1.583
C -2.244 -1.172 0.496
N 0.083 -1.333 -0.139
N 0.402 -0.602 2.185
O 0.100 -0.471 -2.896
O 1.941 1.485 1.063
O -1.132 -2.019 0.016
H 2.224 1.999 -2.309
H 1.263 0.214 -4.454
H -3.083 -1.815 0.469
H -2.500 -0.560 -0.425
H -2.024 -0.649 1.319
H 1.020 0.037 2.568
H 0.405 -1.417 2.689
H 2.801 1.786 0.704
```

* net charge: 0
* E_HOMO: -7.19 eV
* orbital gap: 7.791 eV

--- b ---
ORCA calculation (wB97M-V/def2-TZVPD) on one molecule with the formula C7H8N2O3.

Geometry as XYZ:
```
20
C7H8N2O3 | the Open Molecules 2025 dataset | wB97M-V/def2-TZVPD
O -2.889 2.653 1.106
O 0.128 2.354 -2.010
O -1.511 0.829 1.238
C -1.939 2.020 0.697
C -0.342 1.868 -1.005
C 0.114 0.573 -0.523
C -0.532 0.097 0.596
N -1.294 2.590 -0.373
N 1.134 -0.216 -1.131
C -0.131 -1.199 1.260
C 1.675 -1.421 -0.521
C 0.606 -2.165 0.319
H -1.701 3.398 -0.830
H 1.501 0.089 -2.024
H -1.007 -1.722 1.665
H 0.547 -0.924 2.078
H 2.094 -2.115 -1.267
H 2.517 -1.161 0.115
H 1.140 -2.901 0.928
H -0.112 -2.649 -0.317
```

* SMILES string: O=c1[nH]c(=O)c2c(o1)CCCN2
* net charge: 0
* E_HOMO: -8.17 eV
* orbital gap: 8.727 eV

The structure with the least stability is a.

--- a ---
ORCA calculation (wB97M-V/def2-TZVPD) on a 3-piece molecular cluster, C9H18N3 overall.

Geometry as XYZ:
```
30
C9H18N3 | the Open Molecules 2025 dataset | wB97M-V/def2-TZVPD
C 1.459 -3.457 -1.237
C -4.488 1.885 -0.442
C 3.967 2.962 -0.012
C 1.393 -3.151 0.065
C -4.186 0.736 0.209
C 3.833 2.065 -0.899
C 0.915 -1.896 0.763
C -2.781 0.559 0.923
C 1.759 0.358 -0.019
N 0.659 0.929 0.074
N 1.937 -0.868 0.457
N -1.933 -0.184 0.030
H 1.973 -4.305 -1.676
H 1.045 -2.782 -1.930
H -5.500 1.889 -0.866
H -3.758 2.752 -0.592
H 4.582 3.880 -0.129
H 3.369 2.967 0.956
H 1.965 -3.834 0.769
H -4.798 -0.127 0.122
H 4.185 1.801 -1.895
H 0.845 -1.955 1.882
H -0.089 -1.550 0.291
H -2.854 -0.168 1.809
H -2.392 1.431 1.275
H -0.230 0.432 0.382
H 0.394 1.920 -0.276
H 2.846 -1.161 0.793
H -2.031 -1.185 0.147
H -2.086 0.055 -0.974
```

* net charge: +1
* E_HOMO (alpha / beta): -12.19 / -12.26 eV
* orbital gap (alpha / beta): 6.924 / 8.152 eV

--- b ---
ORCA calculation (wB97M-V/def2-TZVPD) on an isolated ion of composition C9H18N3 and charge +1.

Geometry as XYZ:
```
30
C9H18N3 | the Open Molecules 2025 dataset | wB97M-V/def2-TZVPD
C -0.924 1.193 0.963
C 0.456 1.160 1.046
C -1.704 1.591 -0.253
C -2.909 0.569 -0.409
C -2.343 -0.831 -0.665
C 2.840 -0.412 -0.729
C 1.738 -1.413 -0.269
C 2.645 1.000 0.036
C -0.730 -0.956 0.288
N 0.314 -1.031 -0.546
N -0.819 -1.703 1.440
N 1.253 1.273 -0.028
H -1.396 0.950 1.936
H 0.951 1.070 2.030
H -2.147 2.710 -0.079
H -1.080 1.585 -1.141
H -3.374 0.450 0.493
H -3.465 0.862 -1.300
H -2.899 -1.672 -0.359
H -2.082 -0.999 -1.733
H 3.800 -0.927 -0.436
H 3.025 -0.216 -1.883
H 2.059 -2.244 -0.924
H 1.626 -1.740 0.748
H 2.987 0.777 1.088
H 3.211 1.758 -0.536
H 0.155 -0.389 -1.355
H -0.140 -2.359 1.760
H -1.844 -1.748 1.684
H 0.796 1.693 -0.870
```

* SMILES string: [NH2+]=C1CCC/C=C\NCCCN1
* net charge: +1
* E_HOMO (alpha / beta): -11.63 / -11.63 eV
* orbital gap (alpha / beta): 8.914 / 8.913 eV

The structure with the least stability is a.

--- a ---
ORCA calculation (wB97M-V/def2-TZVPD) on one molecule with the formula C2H5OPS2.

Geometry as XYZ:
```
11
C2H5OPS2 | the Open Molecules 2025 dataset | wB97M-V/def2-TZVPD
C 0.838 -0.252 0.606
C 0.942 0.977 -0.280
O -2.954 -0.446 -0.852
P -0.529 -1.420 0.363
S -0.393 2.028 0.124
S -2.298 -0.141 0.410
H 1.537 -1.143 0.406
H 0.704 0.073 1.638
H 1.823 1.526 -0.192
H 0.699 0.507 -1.200
H -0.369 -1.710 -1.024
```

* net charge: 0
* E_HOMO (alpha / beta): -8.97 / -8.74 eV
* orbital gap (alpha / beta): 7.580 / 6.965 eV

--- b ---
ORCA calculation (wB97M-V/def2-TZVPD) on C2H5OPS2 as an isolated structure.

Geometry as XYZ:
```
11
C2H5OPS2 | the Open Molecules 2025 dataset | wB97M-V/def2-TZVPD
C 0.962 -1.325 -1.228
C 0.066 -0.422 -0.958
O -1.715 1.613 -0.431
P -0.468 0.187 0.670
S -1.399 -0.885 2.013
S 0.909 1.456 1.409
H 1.409 -1.490 -2.271
H 1.538 -1.906 -0.441
H -0.343 0.153 -1.851
H -2.076 1.664 0.468
H 1.116 0.955 2.621
```

* net charge: 0
* E_HOMO: -9.65 eV
* orbital gap: 9.242 eV

The structure with the least stability is a.

--- a ---
ORCA calculation (wB97M-V/def2-TZVPD) on a 2-piece molecular cluster, C5H13N3O overall.

Geometry as XYZ:
```
22
C5H13N3O | the Open Molecules 2025 dataset | wB97M-V/def2-TZVPD
C -0.761 -1.431 0.028
C -0.773 -0.235 1.040
C -0.192 0.968 0.411
C -0.729 2.220 0.370
N 0.064 2.937 -0.516
C 1.095 2.195 -0.918
N 1.027 0.988 -0.290
N -2.076 -2.337 0.146
H -0.631 -1.030 -0.995
H 0.123 -2.019 0.134
H -0.261 -0.431 1.966
H -1.757 -0.053 1.466
H -1.627 2.641 0.808
H -0.155 3.764 -1.007
H 1.956 2.605 -1.408
H 1.784 0.264 -0.357
H -2.781 -1.631 0.405
H -1.963 -3.163 0.718
H -2.424 -2.561 -0.825
H 3.564 -0.963 0.327
H 3.379 -1.776 -0.965
O 3.138 -0.953 -0.540
```

* net charge: +2
* E_HOMO: -17.36 eV
* orbital gap: 10.719 eV

--- b ---
ORCA calculation (wB97M-V/def2-TZVPD) on a 2-piece molecular cluster, C5H13N3O overall.

Geometry as XYZ:
```
22
C5H13N3O | the Open Molecules 2025 dataset | wB97M-V/def2-TZVPD
C 0.089 -1.693 -0.205
C 1.388 -1.019 -0.456
C 1.805 -0.015 0.231
C 2.972 0.656 -0.213
C -3.423 1.014 -0.460
N -2.107 1.008 -0.399
N 3.832 1.466 0.368
N -0.970 -1.146 0.635
O -4.196 0.360 0.365
H 0.340 -2.691 0.087
H -0.375 -1.771 -1.333
H 1.990 -1.474 -1.264
H 1.386 0.426 1.143
H 3.081 0.382 -1.303
H -3.906 1.596 -1.212
H 3.946 1.671 1.415
H 4.615 1.909 -0.105
H -1.648 1.363 -1.235
H -1.515 0.157 0.221
H -0.660 -0.804 1.519
H -1.618 -1.904 0.813
H -5.195 0.592 0.253
```

* net charge: +2
* E_HOMO: -17.74 eV
* orbital gap: 9.561 eV

The structure with the least stability is b.

--- a ---
ORCA calculation (wB97M-V/def2-TZVPD) on one molecule with the formula C2H7NO.

Geometry as XYZ:
```
11
C2H7NO | the Open Molecules 2025 dataset | wB97M-V/def2-TZVPD
C 0.655 0.529 0.363
C -0.797 0.578 -0.279
H 2.032 -0.174 -0.955
H 1.179 -1.392 -0.114
H 1.139 1.503 0.254
H 0.456 0.289 1.460
H -0.725 0.705 -1.338
H -1.515 1.403 0.102
H -0.984 -0.886 1.073
N 1.546 -0.434 -0.135
O -1.444 -0.631 -0.005
```

* SMILES string: NCCO
* net charge: 0
* E_HOMO: -9.11 eV
* orbital gap: 10.025 eV

--- b ---
ORCA calculation (wB97M-V/def2-TZVPD) on a 2-piece molecular cluster, C2H7NO overall.

Geometry as XYZ:
```
11
C2H7NO | the Open Molecules 2025 dataset | wB97M-V/def2-TZVPD
C -2.637 -0.550 -0.435
N -1.278 -0.009 -0.250
H -2.513 -1.422 -1.077
H -3.452 0.106 -0.741
H -2.913 -0.995 0.535
H -0.942 0.325 -1.144
H -1.223 0.719 0.436
O 2.351 0.801 0.039
C 2.088 -0.155 0.706
H 1.960 -1.160 0.257
H 2.063 -0.084 1.809
```

* SMILES string: C=O.CN
* net charge: 0
* E_HOMO: -9.45 eV
* orbital gap: 10.489 eV

The structure with the least stability is a.

--- a ---
ORCA calculation (wB97M-V/def2-TZVPD) on a 2-piece molecular cluster, C4H9BrN overall.

Geometry as XYZ:
```
15
C4H9BrN | the Open Molecules 2025 dataset | wB97M-V/def2-TZVPD
C -2.524 2.215 -0.519
C -1.336 2.590 -0.703
C 1.197 -1.943 -0.718
C 0.262 -0.171 0.911
N 1.302 -1.136 0.583
Br 0.147 3.477 -0.388
H -3.105 1.457 -1.196
H -3.221 2.324 0.269
H 2.092 -2.507 -0.696
H 0.339 -2.568 -0.704
H 1.197 -1.355 -1.560
H 0.639 0.669 1.317
H -0.513 -0.586 1.469
H 1.343 -1.863 1.205
H 2.183 -0.604 0.729
```

* net charge: +1
* E_HOMO (alpha / beta): -12.70 / -10.67 eV
* orbital gap (alpha / beta): 9.019 / 4.948 eV

--- b ---
ORCA calculation (wB97M-V/def2-TZVPD) on an isolated ion of composition C4H9BrN and charge +1.

Geometry as XYZ:
```
15
C4H9BrN | the Open Molecules 2025 dataset | wB97M-V/def2-TZVPD
C -0.158 0.617 -0.841
C -1.228 -0.229 -0.384
C 0.901 -1.257 0.492
C -2.721 -0.077 0.064
N 0.029 -0.117 0.388
Br -3.042 1.668 0.974
H 0.343 0.252 -1.668
H -0.220 1.688 -0.653
H -1.024 -1.207 -0.814
H 0.853 -1.856 -0.476
H 2.009 -0.915 0.470
H 0.617 -1.820 1.348
H -3.049 -0.900 0.653
H -3.127 -0.053 -0.908
H 0.031 0.495 1.224
```

* SMILES string: C[N@H+]1C[C@@H]1CBr
* net charge: +1
* E_HOMO: -14.43 eV
* orbital gap: 11.356 eV

--- c ---
ORCA calculation (wB97M-V/def2-TZVPD) on a 2-piece molecular cluster, C4H9BrN overall.

Geometry as XYZ:
```
15
C4H9BrN | the Open Molecules 2025 dataset | wB97M-V/def2-TZVPD
C -0.047 -2.049 0.222
C 0.874 -0.925 0.335
C 0.356 2.472 0.352
C -1.309 0.066 -0.191
N -0.535 -0.791 0.699
Br -3.237 -0.085 -0.207
H -0.640 -2.310 -0.723
H -0.117 -2.859 0.878
H 1.591 -0.985 1.148
H 1.212 -0.379 -0.478
H -0.337 2.935 1.030
H 0.513 1.477 0.675
H 0.681 2.882 -0.596
H -1.068 -0.034 -1.236
H -0.587 -0.638 1.716
```

* net charge: +1
* E_HOMO (alpha / beta): -12.80 / -13.71 eV
* orbital gap (alpha / beta): 7.291 / 9.932 eV

The structure with the least stability is a.